[1]
C5H9Mg2O4 as an isolated structure in a non-equilibrium geometry. Source: the Open Molecules 2025 dataset; level of theory: ωB97M-V/def2-TZVPD.

XYZ file:
```
20
C5H9Mg2O4 | the Open Molecules 2025 dataset | ωB97M-V/def2-TZVPD
O -0.079 0.071 -1.729
C 1.309 0.174 -1.701
C 1.778 0.187 -0.256
O 1.187 -0.959 0.345
C 2.072 -1.813 1.045
Mg -0.892 -1.284 0.194
H 1.762 1.038 -2.217
H 1.733 -0.718 -2.199
H 1.462 1.067 0.325
H 2.878 0.203 -0.208
H 1.563 -2.226 1.926
H 2.381 -2.626 0.377
H 2.962 -1.247 1.361
O -3.074 2.357 -0.806
C -3.733 2.020 0.233
C -3.106 0.845 0.982
O -1.886 0.389 0.479
Mg -1.456 1.274 -1.205
H -3.887 0.059 1.023
H -2.976 1.187 2.030
```

Spin multiplicity   2
Relative energy (zero: lowest compared OMol25 entry of this formula, charge and spin)   0.00 kJ/mol
<S²>   0.7504
LUMO energy (alpha / beta)   -0.3 / -0.4 eV
Kohn-Sham gap (alpha / beta)   0.202 / 0.218 Eh
Charge   0
HOMO level (alpha / beta)   -5.73 / -6.39 eV

---

[2]
C18H13F8NOPPdSSe2Te as an isolated structure. Source: the Open Molecules 2025 dataset; level of theory: ωB97M-V/def2-TZVPD.

XYZ file:
```
47
C18H13F8NOPPdSSe2Te | the Open Molecules 2025 dataset | ωB97M-V/def2-TZVPD
Pd 1.111 0.886 0.617
F 5.186 0.886 4.158
C 5.732 0.707 2.941
F 6.892 0.036 3.143
F 6.073 1.919 2.479
C 4.823 -0.038 2.009
C 5.209 -1.253 1.483
C 4.369 -1.953 0.623
C 3.146 -1.395 0.319
N 2.782 -0.226 0.831
C 3.566 0.499 1.659
S 2.841 1.977 2.129
H 6.177 -1.660 1.743
H 4.663 -2.897 0.192
H 2.439 -1.865 -0.349
Se -0.852 2.397 0.703
P -1.770 0.434 0.750
Se -0.483 -0.876 1.868
C -1.990 -0.120 -0.964
C -2.903 0.562 -1.766
C -3.033 0.226 -3.102
C -2.244 -0.782 -3.644
C -1.333 -1.456 -2.848
C -1.209 -1.130 -1.504
C -3.462 0.489 1.412
C -3.929 1.604 2.094
C -5.217 1.606 2.615
C -6.032 0.496 2.458
C -5.563 -0.622 1.779
C -4.281 -0.627 1.256
H -3.494 1.369 -1.348
H -3.734 0.765 -3.727
H -2.324 -1.024 -4.696
H -0.690 -2.213 -3.276
H -0.485 -1.638 -0.880
H -3.279 2.462 2.218
H -5.582 2.477 3.146
H -7.035 0.499 2.865
H -6.199 -1.490 1.655
H -3.910 -1.493 0.721
F 0.800 0.384 -4.226
Te 2.226 0.419 -3.009
F 3.175 -0.378 -4.425
F 3.859 0.236 -2.105
F 1.832 -1.377 -2.561
F 2.816 2.023 -3.764
O 1.314 1.152 -1.673
```

Relative energy (zero: lowest compared OMol25 entry of this formula, charge and spin)   65.81 kJ/mol
LUMO energy (alpha / beta)   1.8 / 1.8 eV
Kohn-Sham gap (alpha / beta)   0.250 / 0.250 Eh
Charge   -1
HOMO level (alpha / beta)   -5.01 / -5.01 eV

---

[3]
A 7-piece molecular cluster, C30H72NO7S overall in a non-equilibrium geometry. Source: the Open Molecules 2025 dataset; level of theory: ωB97M-V/def2-TZVPD.

XYZ file:
```
111
C30H72NO7S | the Open Molecules 2025 dataset | ωB97M-V/def2-TZVPD
C -1.641 -2.123 2.674
C -3.070 -1.733 2.299
S -3.308 -0.041 1.682
C -1.995 0.295 0.495
C -2.268 -0.194 -0.936
C -1.355 0.580 -1.911
C -0.537 -0.266 -2.885
C -0.161 0.599 -4.112
C 0.760 -0.752 -2.227
N -1.337 -1.417 -3.379
O -0.800 -2.023 -4.366
C -1.927 -2.360 -2.381
C -3.286 -2.784 -2.958
C -1.073 -3.614 -2.218
C -2.137 -1.717 -0.996
H -0.896 -1.702 2.008
H -1.547 -3.209 2.622
H -1.409 -1.842 3.699
H -3.479 -2.445 1.586
H -3.690 -1.771 3.192
H -1.029 -0.053 0.856
H -1.931 1.384 0.483
H -3.308 0.056 -1.142
H -1.990 1.264 -2.471
H -0.642 1.181 -1.346
H -0.495 1.627 -3.972
H 0.913 0.629 -4.276
H -0.645 0.235 -5.013
H 1.363 0.125 -1.998
H 1.310 -1.386 -2.919
H 0.575 -1.294 -1.300
H -3.915 -1.903 -3.087
H -3.765 -3.516 -2.314
H -3.124 -3.207 -3.950
H -1.547 -4.222 -1.444
H -1.046 -4.207 -3.127
H -0.063 -3.396 -1.878
H -1.366 -2.066 -0.308
H -3.081 -2.118 -0.625
C 0.709 1.693 5.126
C 0.438 1.960 3.654
C -0.565 3.088 3.466
O -0.020 0.775 3.004
H -0.208 1.383 5.634
H 1.434 0.886 5.242
H 1.096 2.584 5.624
H 1.373 2.219 3.154
H -1.522 2.821 3.922
H -0.742 3.268 2.405
H -0.210 4.012 3.923
H -0.856 0.518 3.410
C 5.512 4.250 6.600
C 4.243 3.885 5.848
C 4.545 3.352 4.456
O 3.361 5.006 5.765
H 6.053 5.039 6.068
H 5.276 4.622 7.596
H 6.172 3.390 6.708
H 3.694 3.128 6.412
H 5.056 4.111 3.858
H 3.620 3.094 3.939
H 5.180 2.466 4.499
H 3.815 5.697 5.273
C 4.181 2.432 10.968
C 4.870 1.817 9.760
C 5.224 0.357 9.995
O 6.033 2.566 9.410
H 4.844 2.402 11.837
H 3.931 3.475 10.775
H 3.266 1.895 11.218
H 4.213 1.895 8.891
H 5.917 0.267 10.835
H 5.710 -0.065 9.115
H 4.336 -0.235 10.220
H 6.645 2.526 10.151
C 1.882 0.667 -8.823
C 0.736 0.646 -7.823
C -0.115 -0.604 -7.967
O -0.065 1.823 -7.963
H 1.493 0.665 -9.845
H 2.484 1.568 -8.698
H 2.527 -0.205 -8.700
H 1.139 0.692 -6.811
H -0.562 -0.644 -8.966
H -0.929 -0.600 -7.242
H 0.472 -1.509 -7.814
H -0.444 1.811 -8.847
C -8.400 1.774 1.243
C -7.767 1.202 -0.016
C -7.414 -0.266 0.150
O -6.606 1.948 -0.378
H -7.702 1.702 2.082
H -8.645 2.827 1.103
H -9.311 1.236 1.509
H -8.457 1.322 -0.853
H -6.684 -0.380 0.956
H -6.960 -0.653 -0.763
H -8.290 -0.872 0.387
H -5.965 1.854 0.336
C 1.430 -6.015 -8.259
C 1.871 -4.565 -8.380
C 3.364 -4.410 -8.133
O 1.127 -3.738 -7.489
H 1.627 -6.386 -7.249
H 0.360 -6.106 -8.444
H 1.962 -6.653 -8.966
H 1.629 -4.195 -9.378
H 3.615 -4.736 -7.119
H 3.662 -3.366 -8.229
H 3.947 -5.005 -8.837
H 1.307 -4.028 -6.588
```

Spin multiplicity   2
<S²>   0.7539
LUMO energy (alpha / beta)   0.6 / 0.6 eV
Kohn-Sham gap (alpha / beta)   0.321 / 0.340 Eh
Charge   0
HOMO level (alpha / beta)   -8.16 / -8.70 eV

---

[4]
One molecule with the formula C7H12. Source: the Open Molecules 2025 dataset; level of theory: ωB97M-V/def2-TZVPD.

XYZ file:
```
19
C7H12 | the Open Molecules 2025 dataset | ωB97M-V/def2-TZVPD
C -2.438 -0.619 0.416
C -1.289 0.393 0.373
C 0.078 -0.269 0.543
C 0.657 -0.963 -0.726
C 1.924 -0.120 -0.596
C 1.617 1.345 -0.618
C 1.365 0.571 0.637
H -3.400 -0.133 0.218
H -2.508 -1.105 1.397
H -2.308 -1.409 -0.334
H -1.316 0.909 -0.596
H -1.450 1.164 1.138
H 0.045 -0.971 1.385
H 0.078 -0.813 -1.647
H 0.832 -2.033 -0.590
H 2.933 -0.484 -0.766
H 2.494 1.990 -0.592
H 0.791 1.746 -1.203
H 1.894 0.798 1.560
```

SMILES string   CC[C@H]1C[C@H]2C[C@@H]12
Relative energy (zero: lowest compared OMol25 entry of this formula, charge and spin)   130.51 kJ/mol
LUMO energy   1.2 eV
Kohn-Sham gap   0.394 Eh
Charge   0
HOMO level   -9.49 eV

---

[5]
A 10-piece molecular cluster, C21H35Cl12FO3 overall in a non-equilibrium geometry. Source: the Open Molecules 2025 dataset; level of theory: ωB97M-V/def2-TZVPD.

XYZ file:
```
72
C21H35Cl12FO3 | the Open Molecules 2025 dataset | ωB97M-V/def2-TZVPD
F -0.605 3.623 0.239
C 0.146 3.566 1.364
C 1.473 3.241 1.246
C 2.288 3.282 2.406
C 1.732 3.547 3.650
C 0.395 3.861 3.733
C -0.425 3.845 2.582
H 1.899 2.970 0.286
H 3.338 3.018 2.344
H 2.363 3.565 4.535
H -0.035 4.117 4.694
H -1.474 4.109 2.668
C -4.311 -1.494 -0.893
C -4.315 -2.528 0.173
C -3.167 -3.517 0.209
O -5.197 -2.562 0.977
H -3.304 -1.109 -1.039
H -4.979 -0.691 -0.608
H -4.661 -1.932 -1.829
H -3.330 -4.173 1.055
H -2.227 -2.965 0.252
H -3.155 -4.136 -0.692
C -0.244 -6.227 2.138
C -0.156 -5.358 0.906
C 0.755 -4.204 0.964
O -0.811 -5.563 -0.059
H -0.890 -5.784 2.890
H 0.751 -6.354 2.593
H -0.619 -7.204 1.847
H 0.650 -3.631 1.882
H 0.585 -3.576 0.090
H 1.795 -4.570 0.890
C -0.613 -0.076 0.363
C -0.396 -0.366 -1.080
C 0.637 0.448 -1.803
O -0.992 -1.246 -1.648
H -1.641 0.149 0.655
H -0.009 0.778 0.709
H -0.268 -0.913 0.987
H 0.692 0.076 -2.831
H 1.618 0.323 -1.346
H 0.376 1.503 -1.879
Cl -1.447 -2.196 3.678
C -0.662 -0.727 4.244
Cl 0.931 -0.589 3.598
H -1.265 0.115 3.953
H -0.551 -0.793 5.312
Cl -3.834 1.946 0.086
C -4.672 1.432 1.523
Cl -3.803 0.205 2.409
H -4.821 2.295 2.143
H -5.605 1.007 1.194
Cl -1.430 4.312 -4.057
C -1.357 2.585 -4.253
Cl -2.627 2.001 -5.340
H -0.407 2.282 -4.669
H -1.509 2.109 -3.293
Cl 2.624 5.473 -1.087
C 1.917 5.160 -2.647
Cl 2.047 3.478 -3.135
H 0.867 5.413 -2.656
H 2.432 5.762 -3.382
Cl 6.661 -2.230 -0.382
C 5.148 -2.468 -1.259
Cl 4.059 -1.113 -1.067
H 5.344 -2.581 -2.319
H 4.656 -3.361 -0.896
Cl 3.101 0.505 -4.424
C 4.793 0.944 -4.108
Cl 5.694 1.200 -5.605
H 4.798 1.875 -3.579
H 5.248 0.123 -3.600
```

SMILES string   Fc1ccccc1.CC(C)=O.CC(C)=O.CC(C)=O.ClCCl.ClCCl.ClCCl.ClCCl.ClCCl.ClCCl
LUMO energy   0.3 eV
Kohn-Sham gap   0.343 Eh
Charge   0
HOMO level   -9.02 eV

---

[6]
One molecule with the formula C7H12INO4S in a non-equilibrium geometry. Source: the Open Molecules 2025 dataset; level of theory: ωB97M-V/def2-TZVPD.

XYZ file:
```
26
C7H12INO4S | the Open Molecules 2025 dataset | ωB97M-V/def2-TZVPD
O -0.644 -0.340 2.007
S -1.153 0.758 1.290
O -0.956 2.085 1.799
N -2.836 0.480 1.076
C -3.227 0.911 -0.176
I -4.024 2.926 -0.297
C -1.728 0.621 -1.282
C -0.756 1.757 -1.216
C -0.551 0.506 -0.464
C 0.462 -0.555 -0.475
C 1.756 -0.113 0.280
O 1.656 0.958 1.202
C 2.317 -1.330 0.982
O 1.291 -2.153 1.565
H -2.895 -0.539 1.162
H -4.129 0.476 -0.627
H -1.823 0.233 -2.264
H -0.088 1.824 -2.141
H -0.928 2.745 -0.600
H 0.093 -1.504 0.007
H 0.629 -0.901 -1.555
H 2.642 0.327 -0.441
H 0.918 0.752 1.909
H 2.627 -2.019 0.222
H 3.048 -1.050 1.838
H 0.897 -1.653 2.300
```

SMILES string   O=S1(=O)N[C@@H](I)[C@H]2C[C@]21C[C@@H](O)CO
Relative energy (zero: lowest compared OMol25 entry of this formula, charge and spin)   106.21 kJ/mol
LUMO energy   0.2 eV
Kohn-Sham gap   0.363 Eh
Charge   0
HOMO level   -9.71 eV